[1]
The following is a quantum chemistry calculation of a structure of composition C28H47CsN4SbSi3, from OMol25.

HOMO-LUMO gap	7.443	eV
DFT total energy	-2442.89340	Ha
HOMO level	-9.647	eV
total charge	+1

Positions of all 84 atoms, in Å:
1 Cs -17.229 2.610 13.753
2 C -18.280 6.548 13.784
3 C -18.948 5.888 12.571
4 C -20.032 4.830 12.837
5 C -21.191 5.061 13.665
6 C -22.119 4.042 13.788
7 C -22.001 2.915 13.006
8 C -20.850 2.730 12.281
9 N -19.883 3.665 12.202
10 N -17.002 5.857 14.183
11 C -15.933 6.500 13.439
12 C -14.596 5.799 13.494
13 C -13.444 6.348 12.809
14 C -12.178 5.809 13.107
15 C -12.086 4.572 13.768
16 C -13.243 4.067 14.310
17 N -14.459 4.665 14.167
18 C -16.694 5.866 15.644
19 C -17.781 5.211 16.557
20 C -18.489 5.912 17.587
21 C -19.487 5.238 18.243
22 C -19.680 3.845 18.035
23 C -18.875 3.237 17.065
24 N -17.975 3.907 16.334
25 H -19.025 6.603 14.618
26 H -18.035 7.614 13.587
27 H -18.224 5.418 11.888
28 H -19.445 6.709 12.006
29 H -21.409 6.102 14.000
30 H -22.998 4.114 14.449
31 H -22.741 2.108 12.951
32 H -20.691 1.786 11.676
33 H -15.850 7.566 13.717
34 H -16.265 6.531 12.356
35 H -13.544 7.246 12.269
36 H -11.275 6.333 12.795
37 H -11.118 4.040 13.969
38 H -13.278 3.115 14.836
39 H -16.551 6.951 15.918
40 H -15.792 5.281 15.777
41 H -18.298 6.974 17.833
42 H -20.130 5.762 18.934
43 H -20.428 3.257 18.571
44 H -19.009 2.147 16.862
45 C -16.346 7.155 7.778
46 Si -15.073 5.771 7.597
47 C -13.429 6.240 8.503
48 C -14.816 5.495 5.733
49 Sb -15.533 3.626 9.055
50 Si -17.361 2.473 7.688
51 C -18.080 1.272 8.991
52 C -18.926 3.481 7.289
53 C -16.897 1.683 6.068
54 Si -13.352 2.217 8.874
55 C -12.989 1.629 7.186
56 C -13.649 0.686 10.025
57 C -11.941 3.241 9.679
58 H -16.421 7.759 6.891
59 H -16.024 7.697 8.673
60 H -17.377 6.797 7.988
61 H -13.372 7.324 8.477
62 H -12.544 5.831 7.984
63 H -13.406 5.931 9.557
64 H -15.834 5.199 5.442
65 H -14.157 4.659 5.457
66 H -14.496 6.461 5.204
67 H -17.964 1.422 10.043
68 H -17.721 0.279 8.836
69 H -19.163 1.179 8.821
70 H -19.357 3.936 8.160
71 H -19.621 2.704 6.926
72 H -18.881 4.216 6.460
73 H -15.823 1.415 5.991
74 H -17.161 2.401 5.266
75 H -17.559 0.845 5.894
76 H -13.399 0.609 7.043
77 H -11.921 1.494 7.064
78 H -13.441 2.230 6.353
79 H -13.721 -0.237 9.414
80 H -14.581 0.845 10.599
81 H -12.866 0.520 10.748
82 H -12.124 4.319 9.579
83 H -11.043 3.086 9.072
84 H -11.802 2.944 10.729

[2]
The following is a quantum chemistry calculation of a cluster of 6 separate species, C28H47F15N3O11Si in total, from OMol25.

HOMO-LUMO gap	9.001	eV
DFT total energy	-3874.42678	Ha
HOMO level	-12.220	eV
total charge	+1

Positions of all 105 atoms, in Å:
1 C -1.214 -2.834 -0.500
2 O -1.151 -3.192 0.874
3 C -2.288 -2.858 1.640
4 C -2.494 -3.929 2.720
5 C -1.916 -3.508 4.074
6 N -1.381 -4.689 4.788
7 C -0.789 -4.581 5.974
8 N -0.620 -3.294 6.496
9 N -0.331 -5.645 6.604
10 Si 0.491 -5.754 8.229
11 C 2.293 -5.351 8.021
12 C 0.274 -7.538 8.703
13 C -0.337 -4.683 9.503
14 H -1.465 -3.709 -1.110
15 H -1.960 -2.053 -0.684
16 H -0.236 -2.459 -0.806
17 H -3.183 -2.776 1.013
18 H -2.129 -1.874 2.110
19 H -1.954 -4.818 2.373
20 H -3.555 -4.173 2.816
21 H -2.686 -3.034 4.689
22 H -1.105 -2.790 3.943
23 H -1.974 -5.505 4.688
24 H 0.345 -3.045 6.672
25 H -1.207 -3.105 7.298
26 H -0.422 -6.518 6.092
27 H 2.724 -5.008 8.966
28 H 2.805 -6.276 7.733
29 H 2.507 -4.622 7.234
30 H 0.980 -8.206 8.205
31 H 0.400 -7.613 9.788
32 H -0.745 -7.877 8.481
33 H -0.133 -3.617 9.355
34 H 0.099 -4.949 10.471
35 H -1.422 -4.819 9.543
36 C -3.625 2.767 -3.742
37 C -3.132 2.378 -2.371
38 O -4.056 1.450 -1.737
39 C -3.934 0.193 -2.097
40 O -3.096 -0.288 -2.804
41 C -5.025 -0.663 -1.413
42 F -6.226 -0.104 -1.498
43 F -4.715 -0.811 -0.111
44 F -5.073 -1.874 -1.956
45 H -4.628 3.190 -3.673
46 H -2.960 3.512 -4.173
47 H -3.664 1.909 -4.414
48 H -3.104 3.238 -1.706
49 H -2.140 1.929 -2.397
50 C -0.801 -3.040 -4.848
51 C -0.854 -1.529 -4.904
52 O 0.453 -0.964 -5.168
53 C 0.861 -0.991 -6.425
54 O 0.276 -1.418 -7.374
55 C 2.255 -0.326 -6.527
56 F 3.082 -0.784 -5.579
57 F 2.137 0.999 -6.367
58 F 2.800 -0.563 -7.710
59 H -0.069 -3.368 -4.108
60 H -1.781 -3.427 -4.569
61 H -0.525 -3.463 -5.812
62 H -1.144 -1.111 -3.946
63 H -1.558 -1.177 -5.657
64 C -2.041 0.380 5.347
65 C -0.537 0.244 5.439
66 O 0.132 1.110 4.505
67 C 0.232 2.384 4.873
68 O -0.157 2.866 5.892
69 C 0.985 3.181 3.783
70 F 0.502 2.906 2.569
71 F 2.281 2.846 3.805
72 F 0.876 4.481 4.004
73 H -2.378 0.201 4.325
74 H -2.522 -0.343 6.007
75 H -2.364 1.377 5.641
76 H -0.225 -0.759 5.154
77 H -0.176 0.450 6.447
78 C 1.643 6.866 -5.234
79 C 1.309 6.962 -3.765
80 O -0.084 7.324 -3.576
81 C -0.945 6.337 -3.694
82 O -0.712 5.177 -3.873
83 C -2.393 6.860 -3.544
84 F -2.609 7.946 -4.281
85 F -2.653 7.152 -2.265
86 F -3.226 5.899 -3.938
87 H 1.406 7.805 -5.735
88 H 2.705 6.657 -5.362
89 H 1.080 6.068 -5.717
90 H 1.869 7.758 -3.281
91 H 1.506 6.029 -3.238
92 C 5.055 1.292 -5.543
93 C 5.924 2.312 -4.841
94 O 6.470 3.272 -5.775
95 C 5.654 4.236 -6.159
96 O 4.527 4.418 -5.806
97 C 6.383 5.174 -7.151
98 F 7.024 4.481 -8.092
99 F 7.280 5.915 -6.488
100 F 5.514 5.988 -7.737
101 H 5.615 0.795 -6.334
102 H 4.722 0.541 -4.827
103 H 4.176 1.759 -5.985
104 H 6.797 1.846 -4.392
105 H 5.377 2.846 -4.065

[3]
The following is a quantum chemistry calculation of a cluster of 12 separate species, C28H48Cl16O12 in total, from OMol25.

HOMO-LUMO gap	10.601	eV
SMILES string	O=C1OCCO1.O=C1OCCO1.O=C1OCCO1.O=C1OCCO1.ClCCCl.ClCCCl.ClCCCl.ClCCCl.ClCCCl.ClCCCl.ClCCCl.ClCCCl
DFT total energy	-9361.74578	Ha
HOMO level	-10.397	eV
total charge	0

Positions of all 104 atoms, in Å:
1 O 1.103 2.566 1.077
2 C 1.679 3.613 1.152
3 O 1.265 4.632 1.915
4 C 2.203 5.692 1.872
5 C 3.309 5.181 0.967
6 O 2.803 3.916 0.499
7 H 1.804 6.667 1.595
8 H 2.602 5.780 2.888
9 H 4.278 5.113 1.457
10 H 3.416 5.739 0.034
11 O -2.061 -2.587 1.070
12 C -2.813 -2.846 1.953
13 O -3.572 -1.971 2.617
14 C -4.367 -2.604 3.596
15 C -4.016 -4.100 3.425
16 O -3.043 -4.109 2.396
17 H -4.211 -2.234 4.609
18 H -5.416 -2.391 3.387
19 H -4.926 -4.643 3.171
20 H -3.596 -4.531 4.332
21 O -3.088 0.347 4.691
22 C -3.037 1.212 3.884
23 O -1.891 1.696 3.311
24 C -2.154 2.928 2.622
25 C -3.670 2.972 2.614
26 O -4.075 2.052 3.617
27 H -1.757 3.713 3.263
28 H -1.765 2.835 1.611
29 H -4.181 2.652 1.704
30 H -3.976 4.000 2.805
31 O 2.852 -0.303 -5.020
32 C 3.333 -1.118 -4.294
33 O 4.446 -1.813 -4.671
34 C 4.905 -2.589 -3.554
35 C 3.645 -2.683 -2.699
36 O 2.866 -1.561 -3.128
37 H 5.231 -3.569 -3.894
38 H 5.718 -2.113 -3.007
39 H 3.844 -2.529 -1.641
40 H 3.020 -3.567 -2.832
41 Cl 1.244 -5.906 -1.749
42 C 0.271 -4.804 -0.766
43 C -0.100 -5.524 0.515
44 Cl -1.108 -6.994 0.259
45 H -0.565 -4.500 -1.382
46 H 0.976 -4.014 -0.511
47 H -0.684 -4.842 1.132
48 H 0.789 -5.768 1.091
49 Cl 0.458 -3.324 6.783
50 C 0.814 -2.065 5.594
51 C 0.098 -2.223 4.285
52 Cl 0.477 -3.790 3.492
53 H 1.879 -2.056 5.349
54 H 0.643 -1.083 6.033
55 H 0.199 -1.385 3.599
56 H -0.974 -2.375 4.421
57 Cl -3.081 3.843 -1.221
58 C -1.395 4.298 -1.638
59 C -0.893 5.450 -0.815
60 Cl 0.723 5.893 -1.368
61 H -1.259 4.365 -2.713
62 H -0.847 3.405 -1.338
63 H -0.804 5.131 0.221
64 H -1.519 6.330 -0.940
65 Cl -1.004 -2.694 -3.026
66 C -2.364 -3.282 -4.047
67 C -2.889 -4.619 -3.504
68 Cl -4.462 -4.931 -4.321
69 H -1.980 -3.318 -5.060
70 H -3.177 -2.576 -3.908
71 H -3.106 -4.464 -2.450
72 H -2.221 -5.460 -3.657
73 Cl 5.948 1.551 1.207
74 C 4.536 0.917 0.387
75 C 4.327 1.489 -0.995
76 Cl 5.763 1.255 -2.033
77 H 3.623 0.994 0.977
78 H 4.655 -0.161 0.270
79 H 4.170 2.562 -0.944
80 H 3.467 1.065 -1.512
81 Cl 4.218 4.749 -2.650
82 C 2.985 4.520 -3.887
83 C 2.598 3.058 -3.939
84 Cl 1.255 2.646 -2.842
85 H 3.281 4.920 -4.857
86 H 2.118 5.146 -3.679
87 H 3.404 2.337 -3.819
88 H 2.184 2.737 -4.898
89 Cl -5.249 -0.851 -2.418
90 C -4.138 -0.925 -1.005
91 C -4.209 0.319 -0.117
92 Cl -5.852 0.743 0.380
93 H -3.172 -1.049 -1.485
94 H -4.386 -1.835 -0.466
95 H -3.933 1.208 -0.680
96 H -3.563 0.246 0.753
97 Cl -1.057 0.712 -0.326
98 C 0.379 -0.298 -0.634
99 C 0.894 -0.663 0.732
100 Cl 2.324 -1.713 0.571
101 H 1.109 0.318 -1.158
102 H 0.077 -1.092 -1.306
103 H 0.153 -1.238 1.285
104 H 1.250 0.165 1.336